(1)
C20H40Cl12NO5P | wB97M-V/def2-TZVPD

```
! wB97M-V def2-TZVPD RIJCOSX def2/J DEFGRID3
* xyz 0 1
C 2.39639 -4.04402 0.69883
C 2.01441 -2.71332 0.01192
C 2.40441 -2.62649 -1.48167
C 1.57032 -1.53611 -2.22491
C 1.81070 -0.12649 -1.59272
C 0.56126 0.66356 -1.13924
O 1.10382 1.53320 -0.09080
C 1.01478 0.80563 1.07710
O 1.61448 1.08616 2.02546
O 0.17377 -0.28600 0.94618
C -0.51660 0.03286 -0.25844
P -1.77030 -1.13704 -0.92952
N -1.40411 -2.63354 -0.83354
O -2.04897 -0.71011 -2.46830
O -3.13682 -0.88417 -0.06667
H 2.07950 -4.89569 0.08416
H 1.81811 -4.08009 1.63330
H 3.46772 -4.05494 0.94153
H 0.91721 -2.64140 0.05028
H 2.39569 -1.84418 0.57107
H 2.19998 -3.61404 -1.92115
H 3.47057 -2.38326 -1.62468
H 0.51991 -1.82467 -2.33906
H 1.99203 -1.51773 -3.24480
H 2.28370 0.48855 -2.37560
H 2.57348 -0.21305 -0.81055
H 0.04391 1.22696 -1.92311
H -1.13842 0.91680 0.01851
H -2.07133 -3.15094 -0.26463
H -1.68899 -1.41451 -3.03347
H -3.41490 0.04511 -0.14800
Cl 0.90956 -3.36988 3.90598
C 1.69197 -2.57607 5.29441
C 3.08287 -2.09554 4.96094
Cl 4.21911 -3.44613 4.71408
H 1.69866 -3.27855 6.12533
H 1.06607 -1.72737 5.56894
H 3.47354 -1.49927 5.78501
H 3.08728 -1.48220 4.06190
Cl 1.55199 5.92884 2.60239
C 0.86102 4.32527 2.96016
C -0.64597 4.34706 3.00192
Cl -1.26964 5.24392 4.41024
H 1.28157 3.97767 3.90095
H 1.20034 3.65761 2.16932
H -1.02416 3.32805 3.08258
H -1.06356 4.79805 2.10380
Cl -4.79392 -4.13339 -3.46525
C -6.10104 -3.60492 -2.37445
C -5.56994 -3.07644 -1.06503
Cl -4.85521 -4.35996 -0.06128
H -6.77405 -4.44622 -2.22262
H -6.64766 -2.81810 -2.89360
H -6.38360 -2.63978 -0.48485
H -4.81318 -2.31109 -1.22000
Cl 2.73467 4.79258 -2.37073
C 3.68428 5.19530 -0.91631
C 4.41024 6.51000 -1.05098
Cl 5.73182 6.42969 -2.24464
H 4.37332 4.37465 -0.72837
H 2.98058 5.24535 -0.08683
H 4.86099 6.77902 -0.09646
H 3.73552 7.30990 -1.34850
Cl -7.44784 -3.22701 2.52266
C -6.47839 -2.83670 3.96688
C -5.74678 -1.52388 3.82483
Cl -4.44471 -1.60991 2.61250
H -5.79037 -3.66093 4.14279
H -7.17035 -2.78333 4.80677
H -5.28022 -1.25748 4.77284
H -6.42135 -0.71944 3.53895
Cl 3.71164 1.23820 -5.98392
C 3.19349 2.70763 -6.84963
C 2.11423 3.45371 -6.10575
Cl 0.56957 2.56237 -6.08742
H 2.86372 2.41433 -7.84408
H 4.07346 3.34151 -6.95304
H 1.92213 4.40874 -6.59350
H 2.40258 3.64703 -5.07635
*
```

Computed properties:
Structure (SMILES): CCCCC[C@@H]1OC(=O)O[C@@H]1P(=N)(O)O.ClCCCl.ClCCCl.ClCCCl.ClCCCl.ClCCCl.ClCCCl
Kohn-Sham gap (eV): 9.18
HOMO (Ha): -0.3416
Energy (eV): -192676.692
LUMO energy (eV): -0.12



(2)
C20H40Cl20 | wB97M-V/def2-TZVPD

```
! wB97M-V def2-TZVPD RIJCOSX def2/J DEFGRID3
* xyz 0 1
Cl 4.01562 17.81045 12.41772
C 3.50646 17.84906 14.15153
C 3.07089 16.51715 14.68189
Cl 4.38699 15.30302 14.71321
H 2.73684 18.61572 14.17769
H 4.37187 18.19932 14.71011
H 2.31877 16.02798 14.06653
H 2.66448 16.63323 15.68498
Cl 8.93529 19.71299 12.90362
C 7.23945 19.39645 12.45335
C 6.89441 19.88210 11.08022
Cl 6.82788 21.64726 10.91458
H 6.60088 19.88459 13.19025
H 7.06857 18.32564 12.53911
H 5.93693 19.45595 10.77874
H 7.64727 19.61068 10.34139
Cl 6.23014 28.93176 14.38380
C 6.37586 27.27789 15.01595
C 7.83639 26.97995 15.34980
Cl 8.86878 26.85722 13.93057
H 6.00010 26.57236 14.27570
H 5.76620 27.12482 15.90350
H 7.91782 26.08417 15.96383
H 8.23878 27.82721 15.90248
Cl 2.59949 20.76958 10.07521
C 3.77648 21.42293 8.90150
C 4.00546 22.90086 9.14745
Cl 2.64015 23.85203 8.56005
H 3.46537 21.20521 7.88412
H 4.71099 20.88931 9.07508
H 4.90512 23.26618 8.65455
H 4.16081 23.07153 10.21151
Cl -3.38897 20.66094 16.84622
C -2.78106 21.63002 15.48413
C -1.32094 21.96429 15.65185
Cl -0.35002 20.53407 15.21095
H -3.40146 22.52654 15.45141
H -2.97889 21.07483 14.57096
H -1.08770 22.12653 16.70165
H -0.96444 22.80363 15.06291
Cl 0.21395 25.76773 11.96525
C -1.46798 26.35262 11.77007
C -2.25313 26.23835 13.04934
Cl -1.66281 27.39338 14.26789
H -1.91068 25.72398 10.99957
H -1.48133 27.38403 11.42907
H -2.25841 25.23116 13.47251
H -3.32480 26.39949 12.91076
Cl 3.84107 24.62662 13.16172
C 2.57511 23.34109 13.01120
C 2.81711 22.14229 13.87821
Cl 4.27740 21.28368 13.30292
H 2.57930 23.09297 11.95630
H 1.62442 23.78329 13.30736
H 2.00922 21.41554 13.82647
H 3.00430 22.38011 14.92297
Cl 1.01255 24.73260 15.85152
C 0.84888 25.34051 17.52822
C 2.18275 25.56402 18.22380
Cl 3.08776 26.87887 17.39997
H 0.28205 24.58311 18.06622
H 0.28844 26.27254 17.52408
H 2.76053 24.65139 18.09050
H 2.10780 25.78556 19.28198
Cl 8.91645 22.97994 16.62390
C 7.62621 22.26144 15.58774
C 7.39621 23.10471 14.35294
Cl 8.86537 23.30750 13.35965
H 6.68481 22.17358 16.12983
H 7.97526 21.25804 15.35916
H 7.03502 24.09995 14.60398
H 6.64872 22.64453 13.70981
Cl 2.92449 21.96840 17.75894
C 2.47390 20.41766 18.46999
C 2.69531 19.26597 17.49890
Cl 4.42927 19.04490 17.17680
H 1.43071 20.46201 18.78094
H 3.05371 20.25466 19.37745
H 2.21839 19.52701 16.55505
H 2.33814 18.31526 17.88122
*
```

Computed properties:
Structure (SMILES): ClCCCl.ClCCCl.ClCCCl.ClCCCl.ClCCCl.ClCCCl.ClCCCl.ClCCCl.ClCCCl.ClCCCl
Kohn-Sham gap (eV): 9.80
HOMO (Ha): -0.3599
ΔE to the lowest compared entry with this formula, charge and spin (kcal/mol): 12.4
Energy (eV): -271840.018
LUMO energy (eV): 0.00



(3)
C20H40CrN2O21 | wB97M-V/def2-TZVPD

```
! wB97M-V def2-TZVPD RIJCOSX def2/J DEFGRID3
* xyz 0 5
Cr 11.27841 -20.13474 25.64105
N 13.75584 -20.85266 24.86434
O 14.77412 -21.43027 24.52729
O 13.51848 -20.51646 26.07184
O 12.79550 -20.59681 24.06434
N 8.37655 -19.17174 27.02058
O 9.34828 -19.46449 26.24643
O 7.44614 -19.97016 27.11815
O 8.37938 -18.08772 27.62175
C 6.53541 -20.30174 22.99008
C 7.53907 -20.98198 23.90235
O 8.06483 -22.16783 23.26396
C 9.37162 -22.33120 23.29319
O 10.17345 -21.66048 23.88776
O 9.69017 -23.39941 22.55998
C 11.04434 -23.48801 22.16816
H 6.97943 -20.04068 22.02345
H 6.24603 -19.36570 23.46645
H 5.68198 -20.94323 22.78401
H 6.98037 -21.32333 24.77650
H 8.34536 -20.33925 24.24190
H 11.27569 -22.72386 21.41618
H 11.20606 -24.46022 21.71747
H 11.77475 -23.31013 22.96028
C 9.57906 -15.32760 23.79066
C 8.79690 -16.61458 23.69662
O 9.15158 -17.32473 22.50913
C 10.08053 -18.27066 22.58000
O 10.45108 -18.87563 23.55782
O 10.45431 -18.54923 21.33845
C 11.35238 -19.66331 21.21276
H 9.15021 -14.73953 24.60229
H 9.40275 -14.81175 22.84370
H 10.64678 -15.42731 23.95653
H 7.72955 -16.42850 23.60635
H 8.92780 -17.22850 24.59503
H 10.92063 -20.51280 21.73454
H 12.30985 -19.41479 21.66819
H 11.48525 -19.84815 20.15420
C 15.74203 -16.99087 24.36784
C 14.51091 -17.67975 24.91134
O 13.77924 -16.74493 25.67348
C 12.57148 -17.08252 26.07669
O 11.99044 -18.10089 25.78350
O 12.12214 -16.18530 26.92025
C 10.87030 -16.47542 27.53617
H 15.42406 -16.05452 23.89210
H 16.20434 -17.56383 23.56266
H 16.53375 -16.73663 25.07156
H 14.82221 -18.52863 25.52034
H 14.01001 -18.10190 24.03873
H 10.96542 -17.34289 28.18017
H 10.08206 -16.58864 26.80879
H 10.57286 -15.65372 28.18972
C 11.90611 -16.55051 30.54845
C 12.64042 -17.87497 30.58021
O 12.57481 -18.52441 29.30947
C 11.66089 -19.43593 29.02488
O 11.59428 -19.95102 27.94515
O 10.89604 -19.73975 30.05166
C 9.80097 -20.61377 29.74951
H 12.15100 -16.07049 29.59753
H 12.27393 -15.86246 31.31446
H 10.82734 -16.59197 30.69892
H 12.31344 -18.55903 31.35771
H 13.68869 -17.66519 30.79261
H 8.92491 -20.07913 29.36892
H 9.47900 -21.09096 30.67179
H 10.09986 -21.34900 29.00371
C 7.98181 -23.17925 28.09691
C 8.50701 -23.26459 26.67645
O 9.71277 -24.08715 26.56771
C 10.85134 -23.48714 26.32718
O 11.04716 -22.29315 26.33775
O 11.77304 -24.39282 26.04934
C 13.11768 -23.92984 25.94628
H 7.94841 -22.14084 28.40975
H 8.51362 -23.78022 28.83816
H 6.98578 -23.62724 28.13868
H 8.70126 -22.27924 26.26382
H 7.80005 -23.78534 26.03141
H 13.25572 -22.96590 26.43094
H 13.43275 -23.84127 24.90865
H 13.72768 -24.67924 26.44474
*
```

Computed properties:
Kohn-Sham gap (spin up / spin down) (eV): 8.97 / 10.05
HOMO (spin up / spin down) (Ha): -0.3054 / -0.3452
ΔE to the lowest compared entry with this formula, charge and spin (kcal/mol): 9.1
⟨S²⟩: 6.004
Energy (eV): -95783.703
LUMO energy (spin up / spin down) (eV): 0.66 / 0.66



(4)
C20H40EuO3SSi | wB97M-V/def2-TZVPD

```
! wB97M-V def2-TZVPD RIJCOSX def2/J DEFGRID3
* xyz 0 8
C 3.76523 -0.10222 1.34046
C 3.85346 -0.43057 -1.98320
C 3.61501 -1.52971 1.03047
H 4.27361 0.24466 2.26601
C 3.53678 -1.76950 -2.03897
H 3.35172 0.26637 -2.68550
H 2.83031 -2.12562 1.53023
H 2.75509 -2.16383 -2.73680
C 4.61815 -2.37612 0.29175
H 4.78586 -3.32847 0.85566
H 5.61422 -1.89221 0.25584
C 4.67422 0.62903 0.26785
H 5.63858 0.67070 0.76994
H 4.36444 1.67244 0.32594
C 4.95586 0.17364 -1.15021
H 5.84500 -0.47489 -1.13936
H 5.24834 1.09618 -1.67405
C 4.23307 -2.81582 -1.16606
H 5.15958 -3.15012 -1.67274
H 3.58144 -3.70845 -1.11525
Eu 1.79752 -0.80293 -0.69046
H 2.77836 0.37422 1.55034
C 0.68486 3.05158 -0.29751
C -0.06599 2.12148 0.64983
C 0.63163 2.05616 2.00639
C -1.50264 2.56256 0.82455
O -0.02273 0.77010 0.03302
Si -1.30392 -0.35665 0.13539
S -0.54572 -2.21407 -0.31330
O -1.91692 -0.26579 1.65860
C -3.10950 -0.88018 2.18459
C -2.70263 -2.17265 2.87812
C -3.70245 0.11964 3.17322
C -4.14106 -1.18838 1.11180
O -2.46581 0.23566 -0.82730
C -2.76608 0.26873 -2.22705
C -2.69302 -1.12946 -2.81719
C -4.19320 0.78629 -2.35117
C -1.80544 1.21844 -2.92080
H 0.69502 4.08164 0.07764
H 0.19839 3.06690 -1.27317
H 1.72888 2.75116 -0.45197
H 0.55873 3.00055 2.55999
H 0.18540 1.27540 2.61807
H 1.69471 1.82702 1.91021
H -2.03436 2.56139 -0.12407
H -2.02360 1.93763 1.54978
H -1.52015 3.58563 1.22011
H -2.02638 -1.95471 3.71522
H -3.59064 -2.67737 3.28570
H -2.20370 -2.85030 2.17356
H -3.95202 1.06306 2.66719
H -4.62415 -0.28692 3.61325
H -2.99320 0.32018 3.99130
H -4.46207 -0.28370 0.57916
H -3.79088 -1.94499 0.39616
H -5.03881 -1.60281 1.59924
H -3.39210 -1.80597 -2.31186
H -2.97227 -1.09768 -3.87868
H -1.68740 -1.55636 -2.74181
H -4.28527 1.79562 -1.93401
H -4.49931 0.84177 -3.40436
H -4.90588 0.13117 -1.83623
H -1.88914 2.22952 -2.50538
H -0.76679 0.87973 -2.84003
H -2.05827 1.27217 -3.98808
*
```

Computed properties:
Kohn-Sham gap (spin up / spin down) (eV): 5.77 / 5.76
HOMO (spin up / spin down) (Ha): -0.2112 / -0.2115
ΔE to the lowest compared entry with this formula, charge and spin (kcal/mol): 11.4
⟨S²⟩: 15.763
Energy (eV): -65575.758
LUMO energy (spin up / spin down) (eV): 0.02 / 0.01



(5)
C20H40N4O8 | wB97M-V/def2-TZVPD

```
! wB97M-V def2-TZVPD RIJCOSX def2/J DEFGRID3
* xyz 0 1
C 3.28928 -1.82090 1.11418
C 2.51529 -1.84648 -0.18242
O 2.89637 -2.43821 -1.15178
O 1.32723 -1.21973 -0.22962
C 0.89302 -0.32194 0.80810
C 0.09268 -0.99964 1.89721
C -1.06562 -1.88786 1.43881
C -1.95334 -1.26940 0.34445
O -2.39968 -2.36740 -0.47520
C -1.30206 -3.19282 -0.57300
O -0.97114 -3.70361 -1.59067
C -0.70260 -3.25713 0.81262
H 2.71562 -2.29851 1.90903
H 3.52536 -0.80654 1.43305
H 4.20829 -2.37583 0.95478
H 1.72573 0.24723 1.21406
H 0.26716 0.40145 0.29405
H -0.30210 -0.19247 2.51911
H 0.73476 -1.59606 2.55186
H -1.66080 -2.09737 2.32917
H -2.81741 -0.69959 0.67738
H -1.35384 -0.62241 -0.29820
H 0.34053 -3.55850 0.82602
H -1.30668 -4.01600 1.31775
C 3.42220 -3.99540 -6.41187
O 3.97034 -4.54235 -7.35200
N 4.06754 -3.46464 -5.35752
C 3.37197 -2.82077 -4.25824
C 5.51555 -3.54609 -5.32880
H 2.32641 -3.88747 -6.34475
H 3.67438 -1.77543 -4.16986
H 3.57445 -3.31882 -3.31194
H 2.29943 -2.85492 -4.43953
H 5.94980 -3.04028 -6.19219
H 5.84580 -4.58530 -5.35348
H 5.87305 -3.07564 -4.41549
C -5.34365 1.08326 -1.56710
O -4.52678 1.15018 -0.66454
N -5.32102 0.16654 -2.55070
C -6.31844 0.13162 -3.59610
C -4.24769 -0.81628 -2.54499
H -6.18889 1.78783 -1.65107
H -6.85618 -0.81869 -3.59143
H -5.86024 0.26427 -4.57828
H -7.03606 0.93538 -3.43820
H -4.26415 -1.39662 -1.62619
H -3.27829 -0.32094 -2.60499
H -4.36172 -1.48517 -3.39455
C 0.50826 3.46516 0.62629
O 0.57295 2.60570 -0.23188
N -0.42368 4.43985 0.64492
C -0.46595 5.44121 1.68550
C -1.41495 4.46600 -0.41861
H 1.20548 3.50526 1.47932
H -1.41266 5.40306 2.22976
H -0.34680 6.44513 1.27210
H 0.34574 5.26046 2.38914
H -1.99331 3.54155 -0.43297
H -0.93236 4.57366 -1.39021
H -2.08478 5.30693 -0.25256
C 0.53225 2.02691 4.35974
O 1.29014 1.61854 3.49792
N 0.89686 2.28683 5.62813
C -0.04299 2.76857 6.61801
C 2.28375 2.06864 6.00481
H -0.53700 2.21966 4.16582
H 0.26203 3.74276 7.00477
H -0.12069 2.07153 7.45441
H -1.02609 2.87018 6.16154
H 2.94868 2.68712 5.40186
H 2.56493 1.02684 5.85053
H 2.40633 2.32386 7.05471
*
```

Computed properties:
Structure (SMILES): CC(=O)OCC[C@H]1COC(=O)C1.CN(C)C=O.CN(C)C=O.CN(C)C=O.CN(C)C=O
Kohn-Sham gap (eV): 8.80
HOMO (Ha): -0.3142
ΔE to the lowest compared entry with this formula, charge and spin (kcal/mol): 39.1
Energy (eV): -43729.432
LUMO energy (eV): 0.25



(6)
C20H40NO3P3Pt | wB97M-V/def2-TZVPD

```
! wB97M-V def2-TZVPD RIJCOSX def2/J DEFGRID3
* xyz 4 5
P -0.41309 3.45157 -1.39152
C -1.04200 4.89676 -0.48463
H -0.75691 5.80542 -1.05506
H -0.60644 4.95765 0.52879
H -2.14429 4.86010 -0.41302
C 1.37562 3.58303 -1.41953
H 1.82422 2.90742 -2.16010
H 1.80052 3.34964 -0.43011
H 1.64929 4.61840 -1.67852
C -1.32362 3.46418 -2.93820
H -0.95677 4.28687 -3.57197
H -2.38892 3.65787 -2.73156
H -1.24946 2.52577 -3.50197
P -3.64120 -2.87383 -0.57331
C -4.31797 -1.99144 0.90966
H -5.03473 -2.66026 1.40315
H -4.80116 -1.06910 0.57586
H -3.48407 -1.76212 1.58314
C -5.09459 -3.06491 -1.69699
H -4.78062 -3.57993 -2.61583
H -5.43057 -2.05322 -1.97418
H -5.92367 -3.62570 -1.24976
C -3.41127 -4.61881 0.00675
H -4.30077 -5.01260 0.52627
H -2.56114 -4.59965 0.71608
H -3.16472 -5.27279 -0.83781
P 2.97757 -1.26076 1.86588
C 3.11717 -1.20089 3.66944
H 4.18852 -1.20964 3.92824
H 2.64080 -2.08579 4.11434
H 2.65921 -0.29239 4.08351
C 3.34146 -2.97407 1.44786
H 4.37188 -3.20620 1.76382
H 3.23392 -3.18042 0.37262
H 2.65832 -3.64238 2.00105
C 3.96949 0.08128 1.21165
H 4.89543 0.13596 1.80711
H 3.43918 1.04179 1.31280
H 4.24958 -0.05125 0.15750
Pt 0.64195 -1.31980 -2.63345
C -0.82025 1.93769 -0.46275
O -1.12158 0.98745 0.14337
C 1.20032 -1.12738 1.47769
O 0.04670 -1.07092 1.35633
C 2.31531 -2.23163 -3.12100
C 2.55539 -1.22264 -2.11739
C 2.02252 0.09446 -2.29884
C 1.15065 0.37361 -3.43106
C 1.22945 -0.55153 -4.53101
C 1.84343 -1.77977 -4.38276
H 2.64218 -3.24959 -2.95519
H 3.13255 -1.45175 -1.22826
H 2.18445 0.86159 -1.54476
H 0.59069 1.31564 -3.47929
H 0.78209 -0.30014 -5.48592
H 1.88750 -2.44135 -5.23674
C 2.31071 3.84432 3.63687
N 1.02580 3.16970 3.51218
C 0.12724 3.15676 4.65811
C 0.77812 2.38930 2.44113
O 1.58304 2.18715 1.51994
H 2.22375 4.55469 4.46079
H 2.54822 4.37326 2.70794
H 3.12224 3.13653 3.85614
H -0.91007 3.30858 4.33065
H 0.17306 2.20111 5.20443
H 0.42399 3.96456 5.33233
H -0.23672 1.94102 2.43189
*
```

Computed properties:
Kohn-Sham gap (spin up / spin down) (eV): 5.91 / 5.11
HOMO (spin up / spin down) (Ha): -0.6517 / -0.6902
⟨S²⟩: 6.009
Energy (eV): -60085.729
LUMO energy (spin up / spin down) (eV): -11.83 / -13.67